C24H63ClIN4O2PS2Si2 | wB97M-V/def2-TZVPD

Results
Energy above the lowest of the compared OMol25 structures with the same formula, charge and spin in kcal per mole: 12.4
Electronic energy in Ha: -3796.5482
Gap between HOMO and LUMO in eV: 8.220
HOMO in eV: -7.98

Atoms and positions in Å:
1 C -0.997 -0.228 -1.510
2 C 0.066 0.858 -1.316
3 C 0.987 0.517 -0.107
4 Si 2.785 0.510 -0.593
5 S 3.393 -1.215 -1.699
6 O 3.843 0.837 0.665
7 Si 4.205 -0.294 1.838
8 N 5.625 -1.157 1.308
9 S 2.724 -1.811 2.121
10 C 4.691 0.664 3.378
11 C 3.687 1.605 4.040
12 C 3.095 2.646 3.113
13 I 2.115 0.587 5.116
14 P 2.970 2.222 -2.067
15 O 2.199 3.402 -1.206
16 Cl 4.956 2.807 -1.998
17 H -0.496 -1.186 -1.449
18 H -1.763 -0.139 -0.751
19 H -1.406 -0.151 -2.509
20 H 0.626 0.884 -2.242
21 H -0.408 1.811 -1.143
22 H 0.853 1.285 0.649
23 H 0.657 -0.429 0.305
24 H 2.498 -2.138 -1.331
25 H 5.573 -2.103 1.682
26 H 5.614 -1.259 0.296
27 H 1.628 -1.168 2.530
28 H 5.542 1.270 3.080
29 H 5.051 -0.024 4.135
30 H 4.214 2.125 4.824
31 H 2.299 2.200 2.530
32 H 2.721 3.495 3.664
33 H 3.847 2.952 2.397
34 H 2.695 3.635 -0.399
35 C 2.739 -9.238 4.760
36 C 3.102 -7.761 4.720
37 N 3.010 -7.187 3.392
38 C 3.620 -5.873 3.289
39 C 3.005 -4.721 4.092
40 C 1.731 -7.346 2.726
41 C 0.480 -6.789 3.421
42 H 3.338 -9.803 4.044
43 H 2.933 -9.637 5.756
44 H 1.685 -9.408 4.539
45 H 4.138 -7.657 5.053
46 H 2.484 -7.224 5.457
47 H 3.649 -5.592 2.231
48 H 4.668 -5.977 3.588
49 H 2.070 -4.375 3.656
50 H 3.687 -3.871 4.092
51 H 2.823 -4.994 5.132
52 H 1.574 -8.413 2.549
53 H 1.812 -6.909 1.727
54 H 0.456 -7.036 4.483
55 H -0.414 -7.219 2.966
56 H 0.401 -5.707 3.320
57 C -4.415 0.463 1.576
58 C -4.899 1.042 0.254
59 N -5.959 0.269 -0.360
60 C -6.221 0.645 -1.737
61 C -6.754 2.056 -2.015
62 C -7.127 0.037 0.471
63 C -7.875 1.258 1.024
64 H -4.121 -0.581 1.456
65 H -3.549 1.024 1.928
66 H -5.178 0.519 2.353
67 H -4.051 1.053 -0.437
68 H -5.181 2.096 0.413
69 H -6.910 -0.087 -2.167
70 H -5.284 0.520 -2.290
71 H -7.802 2.159 -1.737
72 H -6.686 2.268 -3.084
73 H -6.182 2.823 -1.493
74 H -6.820 -0.585 1.316
75 H -7.824 -0.588 -0.093
76 H -7.194 2.010 1.424
77 H -8.532 0.947 1.839
78 H -8.502 1.732 0.271
79 C -2.124 3.797 -4.189
80 C -0.910 4.692 -3.985
81 N 0.241 4.277 -4.761
82 C 1.473 4.932 -4.355
83 C 1.591 6.449 -4.555
84 C 0.026 4.148 -6.190
85 C -0.468 5.381 -6.960
86 H -1.871 2.753 -3.994
87 H -2.917 4.090 -3.499
88 H -2.526 3.871 -5.200
89 H -0.628 4.646 -2.930
90 H -1.202 5.736 -4.184
91 H 2.308 4.443 -4.863
92 H 1.615 4.715 -3.295
93 H 1.744 6.715 -5.600
94 H 2.455 6.822 -4.002
95 H 0.713 6.982 -4.188
96 H -0.690 3.338 -6.351
97 H 0.955 3.789 -6.641
98 H -1.277 5.894 -6.438
99 H -0.852 5.074 -7.935
100 H 0.330 6.099 -7.142

=====

C16H21F3MnN5S3 | wB97M-V/def2-TZVPD

Results
Total charge: +1
Electronic energy in Ha: -3541.0103
Gap between HOMO and LUMO (alpha / beta) in eV: 6.123 / 6.790
Multiplicity: 4
HOMO (alpha / beta) in eV: -11.16 / -11.87
<S²>: 3.943

Atoms and positions in Å:
1 Mn -0.293 -0.911 0.371
2 F 2.915 -5.582 0.508
3 C 2.477 -4.659 -0.358
4 F 3.297 -4.683 -1.420
5 F 1.268 -5.021 -0.770
6 C 2.517 -3.283 0.273
7 C 3.770 -2.733 0.477
8 C 3.906 -1.468 1.038
9 C 2.767 -0.757 1.314
10 N 1.540 -1.277 1.141
11 C 1.398 -2.559 0.704
12 S -0.257 -3.097 0.763
13 H 4.648 -3.303 0.197
14 H 4.878 -1.038 1.235
15 H 2.819 0.246 1.711
16 C -4.615 -1.213 1.695
17 C -3.364 -1.022 0.888
18 S -2.022 -0.380 1.708
19 C -3.276 -1.350 -0.456
20 C -4.446 -1.882 -1.236
21 S -1.803 -1.185 -1.279
22 H -4.664 -0.501 2.517
23 H -4.638 -2.219 2.125
24 H -5.504 -1.096 1.076
25 H -5.306 -1.215 -1.156
26 H -4.748 -2.858 -0.848
27 H -4.196 -1.998 -2.287
28 C 0.487 1.936 1.109
29 N 0.839 3.303 0.807
30 C -0.302 3.948 0.146
31 N -0.659 3.254 -1.095
32 C -0.998 1.882 -0.790
33 N 0.145 1.148 -0.124
34 C 1.315 1.241 -1.065
35 N 1.663 2.608 -1.376
36 C 1.976 3.306 -0.123
37 C 0.502 3.267 -1.991
38 H -0.376 1.909 1.774
39 H 1.325 1.449 1.600
40 H -0.042 4.981 -0.082
41 H -1.158 3.943 0.822
42 H -1.243 1.356 -1.709
43 H -1.851 1.843 -0.114
44 H 1.054 0.706 -1.980
45 H 2.168 0.750 -0.597
46 H 2.241 4.337 -0.351
47 H 2.833 2.826 0.354
48 H 0.247 2.753 -2.918
49 H 0.763 4.299 -2.225

=====

C4H13N3O | wB97M-V/def2-TZVPD

Results
Energy above the lowest of the compared OMol25 structures with the same formula, charge and spin in kcal per mole: 87.7
Electronic energy in Ha: -399.6075
Gap between HOMO and LUMO in eV: 9.107
HOMO in eV: -8.48
SMILES: [H]/N=C\N(C)O.CNC

Atoms and positions in Å:
1 H 1.874 0.854 -2.101
2 N 1.844 1.264 -1.168
3 C 1.536 0.380 -0.288
4 N 1.568 -1.042 -0.424
5 C 1.698 -1.758 -1.671
6 O 0.889 -1.754 0.572
7 H 1.502 0.666 0.777
8 H 2.420 -1.276 -2.338
9 H 0.741 -1.814 -2.199
10 H 2.062 -2.776 -1.492
11 H 1.605 -2.089 1.146
12 C -2.292 1.217 -0.143
13 N -1.141 0.777 0.629
14 C -1.377 0.870 2.062
15 H -3.171 0.604 0.079
16 H -2.529 2.265 0.063
17 H -2.076 1.121 -1.211
18 H -0.886 -0.190 0.368
19 H -2.200 0.221 2.374
20 H -1.590 1.900 2.363
21 H -0.476 0.559 2.600